{
  "formula": "C20H27N3O6S",
  "method": "ωB97M-V/def2-TZVPD",
  "lumo_energy_ev": 0.5,
  "homo_energy_ha": -0.329,
  "gap_ev": 9.5,
  "de_lowest_kcal_mol": 2.7,
  "e_tot_ha": -1792.29030,
  "elements": ["C", "C", "O", "C", "O", "C", "C", "C", "C", "N", "C", "O", "C", "C", "N", "S", "O", "O", "C", "C", "C", "C", "C", "C", "C", "C", "C", "O", "N", "C", "H", "H", "H", "H", "H", "H", "H", "H", "H", "H", "H", "H", "H", "H", "H", "H", "H", "H", "H", "H", "H", "H", "H", "H", "H", "H", "H"],
  "coordinates": [[2.6831, 4.4656, 0.3120], [2.4020, 3.1808, -0.4429], [3.4499, 2.2466, -0.1354], [3.3606, 1.0423, -0.6750], [2.4658, 0.6982, -1.4092], [4.5537, 0.1706, -0.2988], [4.8003, 0.1631, 1.2240], [4.4108, -1.1853, 1.8274], [3.0842, -1.6708, 1.2551], [3.1932, -1.8530, -0.1841], [2.2261, -2.3718, -0.9734], [2.3976, -2.5469, -2.1673], [0.8924, -2.7275, -0.3307], [-0.2105, -1.9736, -1.0899], [-0.1137, -0.5338, -1.0032], [-0.4883, 0.1589, 0.4524], [0.1188, -0.5065, 1.5806], [-0.2347, 1.5666, 0.3279], [-2.2475, -0.1220, 0.5060], [-2.8035, -0.9271, 1.4794], [-4.1715, -1.1330, 1.4885], [-4.9692, -0.5285, 0.5205], [-4.3960, 0.2787, -0.4724], [-3.0277, 0.4770, -0.4656], [-5.3060, 0.8574, -1.5152], [-6.6527, 1.2144, -0.8929], [-7.2541, 0.0402, -0.1516], [-8.4359, -0.2043, -0.0950], [-6.3407, -0.7300, 0.5146], [4.3428, -1.2498, -0.8264], [3.6519, 4.8698, 0.0282], [2.6826, 4.2774, 1.3818], [1.9111, 5.1936, 0.0825], [2.3978, 3.3463, -1.5259], [1.4399, 2.7449, -0.1541], [5.4150, 0.6123, -0.8106], [5.8507, 0.3663, 1.4360], [4.2115, 0.9545, 1.6882], [4.3124, -1.0896, 2.9092], [5.1866, -1.9274, 1.6306], [2.8249, -2.6291, 1.7178], [2.2969, -0.9468, 1.4986], [0.7271, -3.7996, -0.4543], [0.8428, -2.4674, 0.7212], [-1.1921, -2.2486, -0.6923], [-0.1613, -2.2428, -2.1482], [0.7445, -0.1543, -1.3902], [-2.1579, -1.3745, 2.2179], [-4.6266, -1.7580, 2.2423], [-2.5463, 1.0925, -1.2083], [-4.8517, 1.7379, -1.9697], [-5.4567, 0.1143, -2.3054], [-7.3647, 1.5527, -1.6453], [-6.5228, 2.0199, -0.1636], [-6.7174, -1.4556, 1.1116], [5.2434, -1.8498, -0.6592], [4.1289, -1.2357, -1.8982]],
  "forces_ev_per_angstrom": [[0.12, -0.45, -0.16], [-0.51, 0.33, -0.15], [0.24, 0.16, 0.23], [0.36, -0.26, -0.11], [-0.08, 0.10, -0.11], [-0.17, -0.10, -0.10], [0.07, -0.05, 0.13], [-0.11, 0.04, -0.10], [-0.16, -0.08, 0.53], [0.28, 0.13, 0.00], [-0.08, -0.36, 0.27], [-0.22, -0.02, -0.38], [-0.05, 0.13, -0.24], [-0.10, -0.67, 0.13], [-0.21, 0.59, 0.64], [-0.12, 0.01, -0.29], [-0.40, -0.14, -0.09], [-0.17, 0.03, -0.21], [0.66, -0.05, 0.06], [0.06, -0.04, 0.03], [-0.07, 0.09, -0.12], [0.55, 0.13, 0.01], [0.12, 0.00, 0.02], [-0.25, -0.01, 0.05], [-0.04, 0.03, 0.05], [-0.04, 0.00, -0.18], [-0.11, 0.31, -0.16], [-0.20, 0.01, -0.02], [-0.02, -0.52, 0.32], [0.13, 0.21, -0.47], [0.06, 0.10, 0.00], [-0.01, 0.04, 0.13], [-0.08, 0.10, -0.01], [-0.01, -0.04, 0.13], [0.31, 0.10, -0.12], [-0.07, -0.01, 0.02], [-0.04, 0.07, 0.02], [0.10, 0.00, 0.05], [0.01, -0.07, 0.00], [0.02, -0.03, 0.07], [-0.05, 0.16, 0.02], [0.12, -0.15, 0.03], [0.06, 0.00, 0.01], [0.02, -0.14, -0.01], [0.05, -0.18, -0.15], [-0.09, 0.03, 0.15], [0.16, 0.34, 0.04], [0.02, -0.09, 0.12], [-0.04, -0.05, 0.11], [-0.03, 0.12, -0.20], [0.00, -0.05, -0.04], [0.00, 0.05, -0.04], [-0.03, -0.06, 0.13], [-0.02, 0.01, 0.00], [-0.06, 0.14, -0.13], [-0.02, 0.08, -0.07], [0.14, -0.03, 0.21]],
  "lowdin_charge": [-0.0580, -0.2027, 0.0106, -0.4385, 0.1072, -0.1668, -0.1303, -0.1629, -0.1430, -0.0302, -0.4665, 0.0556, -0.0758, -0.2082, -0.1100, 0.6703, -0.3044, -0.2899, -0.2863, -0.0502, 0.0035, -0.1811, -0.1471, 0.0014, -0.1215, -0.0821, -0.4684, 0.0817, 0.1514, -0.0989, 0.0758, 0.0780, 0.0781, 0.1314, 0.0893, 0.1575, 0.1161, 0.1154, 0.1178, 0.1134, 0.1317, 0.1047, 0.1298, 0.0780, 0.1160, 0.1269, 0.0793, 0.1146, 0.1157, 0.1277, 0.1225, 0.1339, 0.1253, 0.1369, 0.1619, 0.1350, 0.1285]
}